Record 1
{"formula": "C47H61N3RuSe", "method": "wB97M-V/def2-TZVPD", "symbols": ["Ru", "C", "C", "C", "C", "C", "C", "C", "C", "C", "C", "C", "C", "C", "C", "C", "C", "C", "H", "H", "H", "H", "H", "H", "H", "H", "H", "H", "H", "H", "H", "H", "H", "H", "H", "H", "H", "H", "H", "H", "H", "H", "H", "H", "H", "H", "H", "C", "C", "C", "C", "C", "C", "C", "C", "C", "C", "C", "C", "C", "C", "C", "N", "H", "H", "H", "H", "H", "H", "H", "H", "H", "H", "C", "C", "C", "C", "N", "C", "Se", "N", "C", "C", "C", "C", "C", "C", "C", "C", "C", "C", "H", "H", "H", "H", "H", "H", "H", "H", "H", "H", "H", "H", "H", "H", "H", "H", "H", "H", "H", "H", "H", "H"], "coordinates": [[0.5670, 0.5532, 1.0457], [-1.0675, 0.3610, 3.1440], [-1.4498, -0.5131, 2.0744], [-0.3826, -1.4873, 1.9477], [0.5800, -1.1598, 2.9684], [0.1412, -0.0543, 3.7316], [0.7296, 0.5256, 4.9963], [1.7733, -0.4031, 5.6278], [1.3987, 1.8800, 4.7036], [-0.4028, 0.7268, 6.0176], [-0.0672, -2.7112, 1.0690], [-1.2127, -3.3877, 0.3115], [0.9465, -2.2632, -0.0060], [0.5341, -3.8195, 1.9557], [-2.8609, -0.2988, 1.5381], [-3.2501, -1.1027, 0.3045], [-2.9964, 1.1857, 1.1512], [-3.8623, -0.6378, 2.6536], [-1.6866, 1.1407, 3.5454], [1.4308, -1.7574, 3.2430], [2.6266, -0.5585, 4.9688], [1.3315, -1.3661, 5.8797], [2.1390, 0.0552, 6.5452], [2.3229, 1.7334, 4.1466], [1.6437, 2.3723, 5.6427], [0.7439, 2.5306, 4.1248], [-0.8884, -0.2238, 6.2288], [-1.1481, 1.4295, 5.6572], [0.0010, 1.1198, 6.9472], [-1.5941, -2.7641, -0.4868], [-2.0169, -3.6716, 0.9827], [-0.8328, -4.2928, -0.1597], [0.4061, -1.7870, -0.8262], [1.4868, -3.1186, -0.4068], [1.6775, -1.5386, 0.3836], [-0.1310, -4.0153, 2.7943], [1.5173, -3.5745, 2.3430], [0.6348, -4.7360, 1.3770], [-2.5126, -0.9594, -0.4823], [-4.2157, -0.7594, -0.0613], [-3.3525, -2.1539, 0.5377], [-2.1960, 1.4474, 0.4514], [-2.9266, 1.8375, 2.0160], [-3.9567, 1.3735, 0.6741], [-3.7800, -1.6845, 2.9365], [-4.8742, -0.4591, 2.2991], [-3.7017, -0.0256, 3.5349], [0.2264, 4.7397, 0.0927], [1.5452, 4.8941, -0.3052], [2.5059, 3.9969, 0.1170], [2.1426, 2.8898, 0.8889], [0.7909, 2.6841, 1.2262], [-0.1474, 3.6430, 0.8559], [3.1778, 2.0488, 1.5066], [4.2965, 2.7029, 2.0668], [5.1578, 1.9986, 2.8537], [4.9694, 0.6101, 3.0070], [5.8202, -0.1766, 3.8075], [5.6946, -1.5389, 3.8344], [4.7385, -2.1607, 3.0190], [3.8676, -1.4136, 2.2688], [3.9108, -0.0060, 2.2809], [2.9894, 0.7364, 1.6002], [-0.5124, 5.4710, -0.1987], [1.8334, 5.7360, -0.9151], [3.5393, 4.1268, -0.1750], [-1.1811, 3.5578, 1.1683], [4.4132, 3.7628, 1.9139], [5.9795, 2.4882, 3.3528], [6.5854, 0.3268, 4.3795], [6.3468, -2.1349, 4.4530], [4.6908, -3.2394, 2.9925], [3.1414, -1.8972, 1.6382], [0.1352, 0.4349, -6.1510], [1.5017, 0.2127, -5.5114], [1.6962, -1.1970, -4.9403], [1.2711, -1.3462, -3.4732], [-0.1514, -1.1895, -3.2932], [-0.7901, -0.1394, -2.7174], [0.0017, 1.0800, -1.5320], [-2.1223, -0.2574, -2.9507], [-3.1723, 0.6876, -2.6503], [-3.7241, 1.3588, -3.9165], [-2.8580, 2.5046, -4.4360], [-2.8502, 3.7242, -3.5245], [-2.3478, -1.4428, -3.6171], [-3.5191, -2.0846, -3.9952], [-3.3907, -3.3200, -4.6010], [-2.1455, -3.9056, -4.8158], [-0.9753, -3.2801, -4.4335], [-1.0929, -2.0351, -3.8345], [0.0896, 1.4386, -6.5665], [-0.6707, 0.3345, -5.4283], [-0.0393, -0.2772, -6.9571], [1.6646, 0.9480, -4.7186], [2.2607, 0.3829, -6.2769], [2.7557, -1.4573, -4.9871], [1.1496, -1.9169, -5.5540], [1.7745, -0.5892, -2.8629], [1.5580, -2.3409, -3.1175], [-2.7772, 1.4388, -1.9634], [-3.9815, 0.1397, -2.1596], [-4.7220, 1.7417, -3.6941], [-3.8269, 0.6037, -4.7001], [-3.2441, 2.8026, -5.4111], [-1.8358, 2.1504, -4.5755], [-3.8634, 4.0340, -3.2821], [-2.3528, 4.5524, -4.0200], [-2.3145, 3.5237, -2.6009], [-4.4908, -1.6601, -3.8036], [-4.2798, -3.8570, -4.8876], [-2.0930, -4.8826, -5.2668], [-0.0156, -3.7487, -4.5735]], "forces_ev_per_a": [[-0.8860, -0.5554, 3.8264], [0.7001, -0.0436, -0.3645], [0.4822, 0.6409, -0.5400], [0.5059, -0.1394, 0.2608], [-0.5222, 0.0184, -0.9322], [-0.1750, 0.6428, -0.7675], [0.2450, 0.1891, 0.1419], [-0.1972, 0.0903, -0.1944], [-0.1544, -0.1379, 0.0041], [0.1303, -0.0768, -0.2094], [0.1199, -0.1097, -0.3079], [0.0981, 0.1691, 0.1108], [-0.0612, -0.0644, 0.0931], [-0.0330, 0.1250, -0.0811], [-0.2295, 0.1473, -0.3284], [0.1339, 0.0396, 0.1599], [0.1371, -0.0780, -0.0541], [0.1525, 0.0221, -0.1380], [-0.0563, 0.2093, -0.1090], [0.1536, 0.0583, -0.2198], [0.0845, -0.0652, -0.0896], [0.0352, -0.1252, 0.0250], [0.0514, -0.0191, 0.0625], [0.0544, 0.0164, -0.1067], [0.0543, 0.0725, 0.0871], [-0.0145, 0.0454, -0.0048], [-0.1219, -0.0599, 0.0540], [-0.1172, 0.0940, -0.0200], [0.0702, 0.0299, 0.0929], [-0.1248, 0.0517, -0.0412], [-0.1587, -0.0913, 0.0339], [0.0741, -0.0860, 0.0277], [0.0949, 0.0149, 0.0421], [0.1350, -0.1411, -0.0966], [-0.0734, -0.3086, -0.1703], [0.0011, -0.0833, 0.1122], [0.1391, 0.0631, 0.0877], [0.0286, -0.0434, -0.0294], [0.0191, -0.0624, -0.1087], [-0.0961, 0.0923, 0.0325], [-0.0066, -0.1187, -0.0826], [-0.1519, 0.0675, 0.0416], [0.0309, 0.1494, 0.0761], [-0.1454, -0.0406, 0.0004], [-0.0027, -0.1307, 0.0805], [-0.1509, 0.0113, -0.0444], [0.0175, 0.0636, 0.1647], [0.0623, 0.0532, 0.2921], [0.0744, 0.0956, -0.0642], [-0.0077, -0.1542, 0.1984], [-0.2696, 0.7459, 0.1566], [0.1584, -1.9247, -1.4623], [-0.0604, 0.0084, 0.1918], [0.1056, -0.4182, -0.1302], [0.3171, -0.1642, 0.2431], [-0.3070, 0.1354, -0.2087], [-0.3203, -0.1142, -0.2598], [0.0348, -0.2164, -0.0116], [0.1753, 0.3036, 0.0864], [-0.2447, 0.1163, -0.1038], [-0.1195, -0.2019, 0.0223], [0.4923, -0.0227, 0.3123], [-0.8790, 0.9005, -0.6538], [-0.0893, 0.0645, -0.0155], [0.0002, 0.0619, -0.1196], [0.0717, 0.0786, 0.0115], [-0.0504, -0.2395, -0.1781], [-0.0111, 0.0949, 0.0620], [0.1225, 0.0488, 0.0842], [0.0985, -0.0016, 0.0829], [0.0811, -0.0548, 0.0394], [-0.0584, -0.0764, -0.0443], [-0.0984, -0.0820, -0.0300], [0.1899, 0.0728, 0.0719], [-0.1026, -0.1815, -0.0485], [-0.0376, 0.2184, 0.1542], [0.8531, -0.1487, -0.2193], [-0.6867, 0.6674, 0.2897], [-0.1525, -0.5974, 0.7936], [0.4773, 1.0332, 0.1763], [0.9199, -0.1396, -0.0785], [-0.6915, 0.5148, 0.0390], [0.3061, 0.0170, -0.0208], [-0.1548, -0.0156, 0.1249], [0.0806, -0.1608, -0.1065], [0.4563, -0.6153, -0.3663], [0.0226, 0.0051, -0.0106], [-0.1681, 0.1140, 0.1154], [0.2158, -0.0682, 0.0286], [0.0061, 0.0603, -0.0169], [-0.8103, -0.0270, -0.1176], [-0.1358, 0.0762, -0.0780], [-0.1680, -0.0197, 0.0449], [-0.0237, -0.0325, -0.0356], [0.0740, 0.0548, -0.0313], [0.0452, 0.0523, 0.0787], [-0.0474, -0.1083, 0.0541], [0.1190, -0.0524, -0.0471], [-0.1667, -0.2007, 0.0002], [-0.0675, 0.1124, 0.1235], [-0.0141, -0.2212, 0.0501], [0.1950, 0.0444, 0.0915], [-0.0419, -0.0610, 0.0361], [-0.1218, -0.0033, 0.0346], [0.0916, -0.0717, -0.1087], [0.1023, 0.0003, -0.1451], [-0.1428, 0.0759, 0.0493], [0.0693, 0.1450, 0.0144], [0.0703, 0.0236, 0.2072], [-0.1098, 0.1003, -0.0126], [-0.1136, -0.0516, -0.0675], [-0.0038, -0.1200, -0.0900], [0.1185, -0.0719, -0.0556]], "lumo_ev": [-3.5, -2.9], "s_squared": 0.8032, "total_charge": 1, "spin_multiplicity": 2, "gap_ev": [6.456, 7.310]}


Record 2
{"formula": "C47H62N6OTeTi", "method": "wB97M-V/def2-TZVPD", "symbols": ["Ti", "C", "C", "C", "C", "C", "C", "C", "C", "C", "C", "C", "C", "C", "C", "C", "C", "N", "C", "C", "C", "N", "C", "C", "C", "N", "C", "C", "C", "C", "C", "C", "C", "C", "C", "C", "C", "C", "N", "C", "C", "H", "H", "H", "H", "H", "H", "H", "H", "H", "H", "H", "H", "H", "H", "H", "H", "H", "H", "H", "H", "H", "H", "H", "H", "H", "H", "H", "H", "H", "H", "H", "H", "H", "H", "H", "H", "H", "H", "H", "H", "H", "H", "H", "H", "N", "C", "C", "C", "N", "H", "H", "H", "H", "H", "H", "H", "H", "H", "H", "Te", "C", "C", "O", "C", "C", "C", "C", "C", "C", "H", "H", "H", "H", "H", "H", "H", "H"], "coordinates": [[0.2187, -0.0112, 0.0563], [-3.8423, -4.6938, -1.6844], [-2.5370, -4.3659, -2.4136], [-1.5588, -3.6886, -1.5079], [-0.5667, -4.2586, -0.7414], [-0.2026, -5.7050, -0.6459], [-0.9257, -6.3987, 0.5121], [0.0507, -3.1913, -0.0233], [1.0524, -3.3536, 0.9314], [1.6351, -2.3456, 1.6692], [2.6118, -2.5451, 2.6985], [3.1871, -3.8576, 3.1228], [2.4898, -4.4340, 4.3561], [2.9412, -1.3010, 3.1746], [2.1795, -0.3636, 2.4025], [2.3450, 1.0571, 2.5335], [1.3430, 1.9831, 2.0546], [0.3077, 1.6525, 1.2521], [-0.3693, 2.8320, 1.0069], [-1.5557, 2.9210, 0.2740], [-2.1859, 1.8820, -0.3652], [-1.6978, 0.5905, -0.4795], [-2.5663, -0.0598, -1.3140], [-2.4704, -1.3775, -1.7124], [-1.5290, -2.2886, -1.2247], [-0.5255, -1.9810, -0.3482], [-3.6460, 0.8150, -1.7077], [-3.4162, 2.0153, -1.1010], [-4.2502, 3.2524, -1.1815], [-5.1653, 3.4304, 0.0336], [-4.7844, 0.4420, -2.6025], [-5.9128, -0.2543, -1.8343], [0.2685, 3.9058, 1.6676], [1.3589, 3.3601, 2.3364], [2.3554, 4.0586, 3.2035], [1.9391, 4.0342, 4.6753], [-0.1546, 5.3384, 1.6139], [-1.2629, 5.6595, 2.6204], [1.3708, -0.9855, 1.5165], [3.9091, -0.9626, 4.2633], [3.2155, -0.7200, 5.6048], [-4.5399, -5.2124, -2.3424], [-4.3099, -3.7783, -1.3290], [-3.6419, -5.3302, -0.8252], [-2.7606, -3.7185, -3.2664], [-2.1053, -5.2907, -2.8069], [0.8771, -5.8078, -0.5025], [-0.4624, -6.2111, -1.5801], [-0.7171, -5.8838, 1.4477], [-0.6053, -7.4365, 0.6037], [-2.0016, -6.3826, 0.3484], [1.3700, -4.3665, 1.1402], [4.2491, -3.7252, 3.3464], [3.1112, -4.5756, 2.3031], [2.6421, -3.7845, 5.2158], [2.8861, -5.4199, 4.5969], [1.4197, -4.5236, 4.1838], [2.7405, 1.3500, 3.4997], [-2.0110, 3.8986, 0.2057], [-3.2163, -1.7527, -2.3959], [-4.8753, 3.2091, -2.0774], [-3.5991, 4.1253, -1.2718], [-5.8727, 2.6062, 0.0988], [-5.7291, 4.3601, -0.0465], [-4.5850, 3.4556, 0.9527], [-4.4265, -0.2200, -3.3963], [-5.1809, 1.3437, -3.0817], [-5.5365, -1.1488, -1.3413], [-6.7230, -0.5411, -2.5050], [-6.3161, 0.4132, -1.0754], [2.4531, 5.0970, 2.8783], [3.3355, 3.5863, 3.0919], [0.9819, 4.5344, 4.8037], [2.6784, 4.5343, 5.2979], [1.8321, 3.0100, 5.0263], [-0.5073, 5.5726, 0.6058], [0.7071, 5.9796, 1.8205], [-2.1326, 5.0355, 2.4329], [-1.5666, 6.7043, 2.5465], [-0.9229, 5.4696, 3.6360], [4.4808, -0.0714, 3.9887], [4.6213, -1.7841, 4.3764], [2.5265, 0.1200, 5.5364], [3.9517, -0.5052, 6.3787], [2.6426, -1.5960, 5.9039], [0.5316, -0.9077, -3.1363], [1.4494, -1.6209, -4.0006], [2.0908, -2.8064, -3.2775], [3.2205, -2.4165, -2.3257], [2.7628, -1.5218, -1.2833], [-0.2494, -1.5029, -2.8799], [0.1637, -0.0899, -3.6132], [2.2278, -0.9181, -4.3115], [0.9512, -2.0066, -4.9141], [2.4966, -3.4912, -4.0264], [1.3196, -3.3336, -2.7126], [4.0118, -1.9048, -2.8885], [3.6547, -3.3547, -1.9279], [3.4480, -1.4592, -0.5342], [1.8815, -1.8524, -0.8914], [4.0504, 0.9739, 1.1569], [3.1184, 1.5786, -2.2469], [1.6638, 1.7248, -1.8945], [1.1223, 0.8345, -1.1224], [0.9155, 2.7846, -2.4911], [1.5452, 3.9963, -2.8565], [0.8312, 5.0232, -3.4267], [-0.5231, 4.8801, -3.7032], [-1.1531, 3.6819, -3.3911], [-0.4620, 2.6620, -2.7826], [3.3591, 0.5229, -2.1424], [3.7640, 2.1351, -1.5653], [3.3040, 1.9155, -3.2650], [2.5932, 4.1336, -2.6373], [1.3270, 5.9582, -3.6596], [-1.0781, 5.6860, -4.1605], [-2.1989, 3.5523, -3.6382], [-0.9504, 1.7226, -2.5696]], "forces_ev_per_a": [[-1.8789, -0.8606, 1.5869], [0.0437, -0.0470, -0.1967], [-0.0682, 0.0573, 0.2107], [0.1801, 0.3130, -0.0388], [0.2763, 0.4203, 0.0354], [-0.0705, 0.0324, 0.2025], [0.0994, -0.0445, -0.1263], [0.2235, -0.7656, 0.0735], [0.0753, 0.4812, 0.2600], [-0.1098, -1.0145, -0.1481], [0.0588, 0.5031, -0.0597], [-0.1637, 0.0303, 0.0622], [0.1068, -0.0118, -0.0600], [-0.1427, -0.6091, 0.0368], [-0.1603, -0.3155, 0.3470], [0.4683, -0.0805, 0.0063], [-0.1109, 0.7683, 0.3596], [-0.2112, -0.1311, 0.1868], [0.1819, 0.7341, 0.2577], [-0.5040, -0.6782, -0.3838], [0.0743, 1.3299, 0.5902], [0.6260, -0.2628, 0.2289], [-0.2700, -1.0644, -0.4070], [-0.1325, 0.6759, 0.0083], [-0.2068, -0.4601, -0.0068], [-0.0971, 0.2192, -0.1164], [0.0676, 0.6441, -0.0108], [-0.0189, -0.3760, -0.3944], [-0.0344, -0.0675, 0.1487], [0.0567, 0.0793, -0.1259], [-0.0241, -0.0614, 0.1825], [0.0582, 0.0355, -0.1930], [-0.1812, -0.3879, -0.4190], [0.0509, -0.4477, -0.0548], [-0.1216, -0.1590, 0.0684], [0.1353, 0.0917, -0.1009], [-0.1332, -0.1126, 0.1494], [0.0975, 0.1214, -0.1399], [-0.1787, 0.2145, 0.1315], [-0.2005, 0.0837, 0.0338], [0.0832, -0.0623, -0.0426], [-0.1108, -0.0264, -0.0223], [-0.0779, 0.0577, 0.0878], [-0.0398, -0.0273, 0.0915], [0.0619, -0.0850, -0.0657], [0.0343, 0.0570, -0.0525], [-0.0290, -0.0217, -0.1116], [0.1072, 0.0263, -0.0040], [-0.0151, 0.0174, 0.0990], [-0.0148, -0.0914, 0.0510], [-0.0728, -0.0042, 0.0565], [0.0448, -0.0087, -0.0108], [0.0089, -0.0400, -0.0917], [0.1010, 0.0329, -0.0043], [-0.0359, 0.0274, 0.0797], [0.0129, -0.0878, 0.0650], [-0.1179, -0.0067, -0.0028], [0.0127, -0.0763, 0.0209], [-0.0822, 0.0416, 0.0002], [-0.0937, -0.0091, -0.0125], [0.1022, 0.0659, -0.0499], [-0.0153, 0.0255, -0.0822], [-0.0516, -0.0807, 0.0576], [-0.0533, 0.0492, 0.0370], [0.0460, -0.0173, 0.1013], [-0.0169, 0.0740, -0.0353], [0.0650, -0.1027, -0.0300], [-0.0040, -0.0529, 0.0781], [-0.0763, -0.0458, -0.0196], [-0.0383, 0.0069, 0.1026], [0.0976, 0.0131, -0.0278], [0.0171, 0.0669, -0.0775], [-0.1206, 0.0294, 0.0739], [0.0784, 0.0676, 0.1497], [-0.0409, -0.1126, 0.0562], [0.0765, 0.0908, -0.0114], [-0.0136, -0.0012, -0.1117], [-0.1341, -0.0933, 0.0298], [-0.0487, 0.0857, 0.0384], [-0.0045, -0.0336, 0.1081], [0.0447, -0.1110, -0.1015], [0.0515, 0.0400, -0.0581], [-0.0686, 0.0728, 0.0337], [0.0007, 0.0569, 0.1187], [-0.0680, -0.0347, 0.0769], [-0.2759, 0.0287, -0.3255], [-0.0619, -0.3540, -0.2482], [0.2845, 0.4615, -0.0699], [-0.1128, -0.4277, -0.0014], [0.1433, -0.1883, 0.1135], [-0.0308, 0.1165, -0.1482], [-0.0895, -0.1124, 0.0687], [0.0594, -0.0528, -0.0922], [0.2189, 0.1387, 0.1068], [-0.0387, -0.0980, 0.0268], [-0.1281, -0.1488, 0.0304], [0.0184, -0.0912, -0.0462], [0.0098, 0.1507, -0.0952], [-0.2294, 0.1186, 0.0460], [0.4712, -0.1427, -0.1779], [1.1465, 0.6682, -0.2572], [-0.3128, -0.2308, 0.2043], [1.2194, -0.1071, -0.2517], [0.9448, 1.4279, -1.5891], [-0.9777, 0.5797, -0.2992], [0.0904, -0.4802, 0.2811], [-0.1224, 0.3042, -0.1560], [0.0044, -0.1081, 0.0532], [-0.2226, 0.3172, -0.2053], [0.5795, -0.4192, 0.1729], [0.0981, -0.0266, 0.0394], [-0.0197, 0.0423, 0.0606], [-0.0699, 0.0431, -0.1173], [0.1082, -0.0135, 0.0195], [0.0407, -0.0249, 0.0011], [-0.0369, 0.0707, -0.0470], [-0.0695, -0.0705, 0.0614], [-0.1021, -0.0208, 0.0695]], "lumo_ev": [2.0, 2.0], "s_squared": 1.0931, "total_charge": -1, "spin_multiplicity": 2, "gap_ev": [4.582, 4.666]}